Entry 1:
{
  "formula": "C3H6N2OS",
  "method": "ωB97M-V/def2-TZVPD",
  "species": ["C", "C", "C", "N", "N", "O", "S", "H", "H", "H", "H", "H", "H"],
  "coordinates": [[-0.14037, -1.04580, -0.10958], [0.81761, -2.17825, -0.14242], [-0.08106, 2.36004, 0.18792], [-1.35396, -1.15586, 0.23138], [-0.39938, 1.24390, -0.65194], [0.41306, 0.17431, -0.36320], [-2.44440, 0.01336, 0.15349], [1.14909, -2.34635, -1.16602], [0.32451, -3.07079, 0.22569], [1.69502, -1.96161, 0.46226], [-0.81472, 3.13871, -0.00825], [-0.08155, 2.10133, 1.25300], [0.91615, 2.72702, -0.07233]],
  "multiplicity": 1,
  "energy_ev": -19067.21762
}

***

Entry 2:
{
  "formula": "C3H6N2OS",
  "method": "ωB97M-V/def2-TZVPD",
  "species": ["C", "C", "C", "H", "H", "H", "H", "H", "H", "N", "N", "O", "S"],
  "coordinates": [[0.79719, -1.45111, 0.03651], [-0.43068, -1.05137, 0.72009], [0.51603, 1.51667, 0.31398], [0.67055, -2.33778, -0.56032], [1.60264, -1.85627, 0.67088], [0.01170, -0.33767, 1.55526], [-1.01542, -1.97780, 1.22471], [0.71622, 2.53666, 0.60183], [2.48191, 0.99183, -0.12862], [-0.72217, 1.31247, 0.00113], [1.57162, 0.68300, 0.08162], [1.32245, -0.48160, -0.70801], [-1.64304, -0.07622, -0.29390]],
  "multiplicity": 1,
  "smiles": "C1=NSCCON1",
  "energy_ev": -19067.19718
}

***

Entry 3:
{
  "formula": "C3H6N2OS",
  "method": "ωB97M-V/def2-TZVPD",
  "species": ["C", "C", "C", "H", "H", "H", "H", "H", "H", "N", "N", "O", "S"],
  "coordinates": [[0.00144, -0.77945, 0.09391], [-0.39305, 0.68955, 0.33865], [0.86714, 1.52342, 0.62093], [-0.55357, -2.46588, -0.22679], [-1.74781, -1.39683, -0.98109], [2.05197, -0.78169, 0.48811], [-0.96747, 0.70997, 1.28498], [-0.48366, 0.50004, -2.21201], [0.39104, 2.58952, 0.61198], [-1.10418, -1.63612, -0.00876], [1.19726, -1.40827, 0.22377], [2.05746, 1.25733, 0.96998], [-1.31656, 1.19840, -1.20367]],
  "multiplicity": 1,
  "smiles": "[H]/N=C(/N)[C@H](S)C=O",
  "energy_ev": -19068.58521
}

***

Entry 4:
{
  "formula": "C3H6N2OS",
  "method": "ωB97M-V/def2-TZVPD",
  "species": ["C", "C", "C", "H", "H", "H", "H", "H", "H", "N", "N", "O", "S"],
  "coordinates": [[-0.99262, -0.81468, -0.00681], [1.36920, -0.57294, -0.00761], [2.54387, 0.03981, 0.00181], [-3.64700, 0.59919, 0.00252], [-0.75282, -1.85686, 0.02148], [-1.23894, 1.88109, 0.00748], [1.33602, -1.65569, 0.00961], [3.47183, -0.56559, -0.00161], [2.67194, 1.11741, -0.00453], [-2.26216, -0.64951, -0.00481], [0.10288, 0.02320, -0.01233], [-2.70311, 0.68852, -0.00146], [0.10091, 1.76606, -0.00372]],
  "multiplicity": 1,
  "smiles": "C=CN(S)/C=N\\O",
  "energy_ev": -19067.99613
}

***

Entry 5:
{
  "formula": "C3H6N2OS2",
  "method": "ωB97M-V/def2-TZVPD",
  "species": ["C", "C", "C", "H", "H", "H", "H", "H", "H", "N", "N", "O", "S", "S"],
  "coordinates": [[0.13981, 1.01582, 0.14460], [1.47517, 0.62813, 0.73947], [1.74240, -0.73099, 0.16243], [-3.02100, -0.15487, -0.97796], [-1.14406, -0.27573, 1.40923], [2.40716, 1.25769, 0.54423], [1.51757, 0.73495, 1.81949], [1.85272, -0.61295, -1.01285], [-0.96768, 2.88983, -1.67653], [-1.04944, 0.22450, 0.50511], [0.08208, 2.01799, -0.61117], [-1.24290, 2.34103, -0.90585], [-1.74793, -0.65839, -0.91818], [1.49329, -2.07551, 1.01847]],
  "multiplicity": 1,
  "smiles": "O/N=C(/CC=S)NS",
  "energy_ev": -29902.56154
}

***

Entry 6:
{
  "formula": "C3H6N2OS2",
  "method": "ωB97M-V/def2-TZVPD",
  "species": ["C", "C", "C", "H", "H", "H", "H", "H", "H", "N", "N", "O", "S", "S"],
  "coordinates": [[-0.39665, -0.73934, 2.15017], [0.76394, -0.69471, 1.27075], [-1.05430, 0.50793, -1.38115], [-0.14303, -0.89397, 3.25644], [-1.09689, -1.41877, 1.81854], [-0.90137, 0.24095, 2.04745], [-2.06661, 0.59324, -1.81644], [-0.36444, 1.11536, -3.13535], [2.06369, 0.27986, -1.56824], [-0.98220, -0.19850, -0.27153], [-0.07973, 0.99296, -2.18462], [0.42513, -0.37186, 0.02030], [2.32571, -0.95956, 1.63278], [1.50675, 1.54642, -1.83911]],
  "multiplicity": 1,
  "smiles": "CC(=S)O/N=C\\NS",
  "energy_ev": -29903.55528
}

***

Entry 7:
{
  "formula": "C3H6N2S",
  "method": "ωB97M-V/def2-TZVPD",
  "species": ["C", "C", "C", "H", "H", "H", "H", "H", "H", "N", "N", "S"],
  "coordinates": [[-1.58365, 1.33930, 0.20865], [-0.78047, -0.93030, -0.12082], [0.78236, 0.75536, -0.25286], [-2.54630, 1.48774, -0.45533], [-1.97081, 0.87238, 1.21115], [-0.92916, 2.16143, 0.23208], [0.11116, -1.69099, 0.20939], [-2.07125, -2.24786, 0.19739], [0.92519, 1.82233, -0.54250], [-0.44698, 0.43536, -0.14702], [-1.99568, -1.16946, -0.07252], [2.06690, -0.26578, 0.10467]],
  "multiplicity": 1,
  "smiles": "[H]/N=C/N(C)C=S",
  "energy_ev": -17021.34045
}

***

Entry 8:
{
  "formula": "C3H6N2S",
  "method": "ωB97M-V/def2-TZVPD",
  "species": ["C", "C", "C", "H", "H", "H", "H", "H", "H", "N", "N", "S"],
  "coordinates": [[-0.00418, -0.95744, 0.09338], [-1.16820, -1.18310, -0.39184], [0.25843, 1.33153, -0.30008], [2.29562, -0.39306, 1.25758], [0.15674, -1.61429, 1.15314], [-1.34265, -0.42322, -1.13265], [-2.00881, -1.87715, -0.03877], [0.97466, 2.11865, -0.30950], [-1.63801, 1.00677, 0.27410], [0.85058, 0.04348, -0.53092], [-0.92479, 1.87034, 0.10747], [2.55061, 0.07750, -0.18192]],
  "multiplicity": 1,
  "smiles": "[H]/N=C\\N(S)C=C",
  "energy_ev": -17019.67006
}

***

Entry 9:
{
  "formula": "C3H6N2S",
  "method": "ωB97M-V/def2-TZVPD",
  "species": ["C", "C", "C", "H", "H", "H", "H", "H", "H", "N", "N", "S"],
  "coordinates": [[0.47984, 0.16459, -0.18239], [-1.91249, -0.28198, 0.39965], [-2.03371, -1.60388, 0.47888], [-0.23666, -1.49689, -1.18772], [1.46172, -1.17931, -1.28883], [-0.77866, 1.40664, 0.65031], [-2.78723, 0.35794, 0.41597], [-1.20243, -2.28200, 0.52755], [-3.04616, -2.03592, 0.51425], [0.59463, -1.03011, -0.80635], [-0.74220, 0.49042, 0.30803], [1.77629, 1.20844, -0.02001]],
  "multiplicity": 1,
  "smiles": "C=CNC(N)=S",
  "energy_ev": -17023.54609
}

***

Entry 10:
{
  "formula": "C3H6N2S2",
  "method": "ωB97M-V/def2-TZVPD",
  "species": ["C", "C", "C", "H", "H", "H", "H", "H", "H", "N", "N", "S", "S"],
  "coordinates": [[0.87518, 1.85423, -0.01591], [0.06257, 0.56795, 0.02700], [-2.07408, -1.74112, -0.01646], [0.35442, 2.83710, -0.16958], [1.34837, 1.93758, 0.92256], [1.76281, 1.81463, -0.70971], [-0.92424, -1.96670, -0.24697], [-2.67529, -2.64424, 0.11929], [2.46202, -1.91322, -0.20959], [-2.55485, -0.51270, 0.05094], [0.65459, -0.56660, 0.16434], [-1.68970, 0.95016, 0.04217], [2.39820, -0.61708, 0.04190]],
  "multiplicity": 1,
  "smiles": "C=NS/C(C)=N/S",
  "energy_ev": -27856.53568
}

***

Entry 11:
{
  "formula": "C3H6N2S2",
  "method": "ωB97M-V/def2-TZVPD",
  "species": ["C", "C", "C", "H", "H", "H", "H", "H", "H", "N", "N", "S", "S"],
  "coordinates": [[-1.75950, -0.28671, 0.11763], [-0.42458, -0.69077, 0.23248], [0.86870, -0.12656, 0.00128], [-1.37310, 1.70499, 0.36475], [-3.06497, 1.31609, -0.01539], [-2.27952, -2.15124, -0.31905], [-3.74435, -1.16921, -0.14533], [-0.47607, -1.72750, 0.03978], [2.04742, 1.73621, 0.25402], [-2.08968, 0.95130, 0.35477], [-2.67361, -1.18188, -0.34670], [0.81593, 1.63955, -0.19317], [2.31694, -1.10649, 0.04670]],
  "multiplicity": 1,
  "smiles": "NC(N)=CC(=S)S",
  "energy_ev": -27857.56248
}

***

Entry 12:
{
  "formula": "C3H6N2S2",
  "method": "ωB97M-V/def2-TZVPD",
  "species": ["C", "C", "C", "N", "N", "S", "S", "H", "H", "H", "H", "H", "H"],
  "coordinates": [[-0.89245, -2.20781, 1.11082], [0.04782, -1.21932, 0.51468], [-0.44462, 1.44135, -0.63451], [-0.68979, -3.43278, 1.00953], [1.18765, -2.04287, 0.04845], [0.60835, -3.71638, 0.06092], [-0.79728, -0.31421, -0.94736], [-1.79558, -1.87808, 1.77354], [0.36608, -0.49065, 1.17918], [0.58335, 1.62774, -0.37270], [-1.14189, 1.49743, 0.24220], [-0.72393, 2.14178, -1.45724], [1.49308, -1.79810, -0.91582]],
  "multiplicity": 1,
  "energy_ev": -27857.03706
}

***

Entry 13:
{
  "formula": "C3H6N2S3",
  "method": "ωB97M-V/def2-TZVPD",
  "species": ["C", "C", "C", "N", "N", "S", "S", "S", "H", "H", "H", "H", "H", "H"],
  "coordinates": [[2.20844, -1.47098, -0.34590], [-0.69840, 1.11594, -0.01679], [-0.08242, 2.42279, 0.20156], [1.58188, -1.82551, 0.63943], [-1.66074, -1.37779, 0.63797], [3.30459, -0.83172, -1.23423], [-1.38268, 0.05048, 1.16771], [-1.40540, -2.06689, -0.86076], [-0.66991, 0.59350, -1.06802], [1.04068, 2.36615, 0.04602], [-0.29797, 2.91044, 1.06625], [-0.38961, 3.27897, -0.44023], [0.72391, -2.19879, 0.85294], [-2.27236, -2.96660, -0.64595]],
  "multiplicity": 1,
  "energy_ev": -38690.50233
}

***

Entry 14:
{
  "formula": "C3H6N2S4",
  "method": "ωB97M-V/def2-TZVPD",
  "species": ["C", "C", "C", "N", "N", "S", "S", "S", "S", "H", "H", "H", "H", "H", "H"],
  "coordinates": [[1.02022, 0.89222, 0.28508], [-0.35143, 1.06034, 0.24576], [1.86374, -0.16121, -0.11270], [-1.38104, 0.23588, 0.17871], [-1.61493, -0.86053, 0.68225], [1.10476, -1.63639, -0.63885], [3.64209, -0.00790, 0.05570], [-2.95224, 0.96681, -0.60898], [-2.81366, -1.76001, 0.16812], [1.53796, 1.75656, 0.42043], [-0.50323, 2.11176, 0.04831], [1.92464, -2.75179, -0.47972], [3.53084, 1.25757, 0.23565], [-2.43984, 1.57736, -1.63013], [-2.56787, -2.68066, 1.15037]],
  "multiplicity": 1,
  "energy_ev": -49523.87736
}

***

Entry 15:
{
  "formula": "C3H6N3",
  "method": "ωB97M-V/def2-TZVPD",
  "species": ["C", "C", "C", "N", "N", "N", "H", "H", "H", "H", "H", "H"],
  "coordinates": [[-0.27604, -0.10998, -1.75212], [1.03280, -0.24821, 0.30974], [0.35177, 0.40080, 1.28360], [0.85666, -0.39653, -1.03125], [-1.37120, 0.19783, -1.21769], [-0.30611, 0.61090, 2.30917], [-0.06942, -0.49277, -2.81338], [-2.04178, 0.41866, -1.82925], [1.71779, -0.92594, 0.88387], [1.61104, -0.81490, -1.46404], [-0.48006, 1.43314, 2.83110], [-1.02546, -0.07299, 2.49026]],
  "multiplicity": 1,
  "total_charge": 1,
  "smiles": "[H]/N=C/NC=C=[NH2+]",
  "energy_ev": -7669.19262
}

***

Entry 16:
{
  "formula": "C3H6N3",
  "method": "ωB97M-V/def2-TZVPD",
  "species": ["C", "C", "C", "N", "N", "N", "H", "H", "H", "H", "H", "H"],
  "coordinates": [[-2.64218, 0.88831, 0.35675], [-0.72625, 0.12596, 0.26277], [1.45343, -1.05801, 0.18783], [-1.48767, -0.48628, 1.11843], [-1.59141, 1.23176, -0.23736], [0.53518, 0.08295, -0.12441], [-3.71709, 1.22315, 0.56786], [1.23271, -1.93860, -0.44369], [2.47160, -0.74295, -0.15033], [1.39686, -1.45023, 1.23744], [-1.69440, 2.07679, -0.78481], [1.01635, 0.93270, -0.38516]],
  "multiplicity": 1,
  "total_charge": 1,
  "energy_ev": -7666.63192
}

***

Entry 17:
{
  "formula": "C3H6N3O",
  "method": "ωB97M-V/def2-TZVPD",
  "species": ["C", "C", "C", "N", "N", "N", "O", "H", "H", "H", "H", "H", "H"],
  "coordinates": [[-0.03205, -0.25837, -1.24933], [0.71347, -1.38254, -1.14865], [-0.78838, -0.05215, -0.03316], [0.16758, -2.02080, 0.05957], [-0.57536, -1.32542, 0.67121], [0.78835, 1.14957, 1.10175], [-1.85918, 0.59421, -0.06212], [-0.00890, 0.44643, -2.12471], [1.30790, -1.91756, -1.84569], [0.66785, 0.79692, 2.02594], [0.38377, 2.07038, 0.98522], [1.75430, 1.16504, 0.95616], [-2.51935, 0.73430, 0.66381]],
  "multiplicity": 1,
  "total_charge": 1,
  "energy_ev": -9715.24642
}

***

Entry 18:
{
  "formula": "C3H6N3O2",
  "method": "ωB97M-V/def2-TZVPD",
  "species": ["C", "C", "C", "N", "N", "N", "O", "O", "H", "H", "H", "H", "H", "H"],
  "coordinates": [[1.03967, 1.45458, -0.38493], [0.33266, 0.30199, -0.43146], [-0.84361, -1.53749, 0.62290], [-1.59148, -2.06359, 1.55888], [1.56251, 1.98757, -1.64797], [-0.25793, -0.36053, 0.58840], [1.50293, 1.33518, -2.65073], [1.95942, 3.10072, -1.54388], [1.05681, 2.08361, 0.55250], [0.09246, -0.25501, -1.42082], [-0.70433, -2.07137, -0.40714], [-2.11558, -2.90480, 1.49482], [-1.83003, -1.37850, 2.28546], [-0.20351, 0.30766, 1.38397]],
  "multiplicity": 1,
  "total_charge": 1,
  "smiles": "N/C=[NH+]/C=C/[N+](=O)[O-]",
  "energy_ev": -11762.39311
}

***

Entry 19:
{
  "formula": "C3H6N3P",
  "method": "ωB97M-V/def2-TZVPD",
  "species": ["C", "C", "C", "N", "N", "N", "P", "H", "H", "H", "H", "H", "H"],
  "coordinates": [[1.12695, 0.59908, -0.55993], [0.52536, -1.67164, -0.10126], [1.37109, -0.64367, 0.37742], [-0.08506, 1.04543, -0.55251], [-1.01811, 0.37333, 0.13779], [-2.20186, 1.04204, 0.30797], [-1.23418, -1.29035, -0.18159], [1.79974, 0.79046, -1.34000], [0.90897, -2.36605, -0.86230], [2.44835, -0.79912, 0.61284], [1.12697, -0.22498, 1.36580], [-2.60712, 1.57087, -0.38897], [-2.16111, 1.57461, 1.18474]],
  "multiplicity": 1,
  "smiles": "NN1N=CCC=P1",
  "energy_ev": -16963.54344
}

***

Entry 20:
{
  "formula": "C3H6N3P",
  "method": "ωB97M-V/def2-TZVPD",
  "species": ["C", "C", "C", "N", "N", "N", "P", "H", "H", "H", "H", "H", "H"],
  "coordinates": [[-0.61993, 0.60708, -0.25685], [-1.26904, -0.56546, 0.17897], [0.74502, 0.75296, -0.77187], [-1.51188, 1.59604, -0.17498], [-2.58447, -0.18718, 0.54926], [-2.57502, 1.05682, 0.28334], [-0.74572, -2.30405, 0.12169], [0.90786, 0.71369, -1.78212], [1.15927, 1.83271, -0.53968], [1.43104, 0.03301, -0.36597], [-3.43801, 1.61147, 0.53837], [-1.60459, -2.75494, 1.13816], [0.24691, -1.94873, 1.06602]],
  "multiplicity": 1,
  "smiles": "Cc1n[nH]nc1P",
  "energy_ev": -16965.55975
}